Record 1
# C20H30HfN7O

A molecular structure, C20H30HfN7O in a non-equilibrium geometry (the ωB97M-V functional and the def2-TZVPD basis, the Open Molecules 2025 dataset).

Geometry as XYZ:
```
59
Properties=species:S:1:pos:R:3
Hf 0.27273 -0.47900 -0.06250
N 0.85603 0.60706 1.91414
C 2.10148 1.30117 1.52808
C 3.15340 0.36176 0.89326
N 2.60257 -0.65811 -0.05278
C 3.17140 -2.01797 0.33921
C 2.46966 -2.45490 1.62867
N 0.97497 -2.35065 1.38324
C 3.06744 -0.34385 -1.42620
C 2.12254 0.49138 -2.22778
N 0.78796 -0.08764 -2.20811
H 0.19374 1.23542 2.29160
H 1.11021 -0.12669 2.56662
H 2.51836 1.76318 2.42857
H 1.89967 2.08243 0.76883
H 3.81869 -0.04603 1.68197
H 3.85581 1.06010 0.37260
H 4.28507 -2.01649 0.39012
H 2.98949 -2.72368 -0.50458
H 2.75042 -1.76876 2.48099
H 2.72900 -3.55844 1.91196
H 0.53495 -2.42842 2.27806
H 0.62902 -3.14164 0.83747
H 3.27899 -1.24922 -1.99933
H 4.04180 0.16650 -1.38270
H 2.48606 0.59630 -3.22919
H 2.00857 1.53598 -1.88225
H 0.64328 -0.71921 -2.96147
H 0.11737 0.64680 -2.41122
C -3.73983 -1.21616 1.36655
C -2.62016 -1.22307 0.38207
N -1.80686 -0.17545 0.12753
N -2.37380 1.10190 0.21750
C -1.48193 2.02124 -0.09195
O -0.23227 1.66103 -0.28177
C -1.77870 3.40662 -0.14264
C -3.07653 3.83323 0.15424
C -3.40386 5.17048 0.00741
C -2.42735 6.08393 -0.39379
C -1.17751 5.67166 -0.75654
C -0.84679 4.32460 -0.58086
C -2.09502 -2.39381 -0.25833
C -2.57135 -3.70934 -0.23695
C -1.76467 -4.82665 -0.61565
C -0.54123 -4.51311 -1.18059
C -0.26082 -3.22932 -1.45179
N -0.83418 -2.15765 -0.83934
H -4.06037 -0.17903 1.65570
H -3.41199 -1.72978 2.33037
H -4.62823 -1.71253 0.94919
H -3.81623 3.02630 0.39153
H -4.36477 5.53352 0.47602
H -2.70893 7.13360 -0.43131
H -0.41944 6.38365 -1.00084
H 0.16942 4.06607 -0.69964
H -3.58340 -3.94517 0.05144
H -2.21627 -5.81337 -0.74673
H 0.17718 -5.25599 -1.50984
H 0.42522 -3.01479 -2.23825
```

Results
Charge ... +3
Frontier orbital gap ... 5.23 eV



Record 2
# C20H30N2O5

A single C20H30N2O5 molecule (the ωB97M-V functional and the def2-TZVPD basis, the Open Molecules 2025 dataset).

Geometry as XYZ:
```
57
Properties=species:S:1:pos:R:3
C 7.30793 3.28461 -0.58499
H 6.81101 3.93750 0.13537
H 8.37229 3.49937 -0.62608
H 6.84874 3.42752 -1.56483
O 7.19287 1.92532 -0.18094
C 5.94964 1.44720 -0.07105
O 4.95899 2.09788 -0.26420
C 5.97821 -0.01777 0.33289
N 4.65500 -0.54337 0.55144
C 4.14671 -1.39701 -0.37572
O 4.83267 -1.83127 -1.28546
C 2.71724 -1.79307 -0.22370
C 2.37571 -3.13572 -0.18473
C 1.04574 -3.50677 -0.10814
C 0.02553 -2.56343 -0.09607
C 0.36151 -1.19623 -0.18461
C 1.70631 -0.84249 -0.23945
H 1.93909 0.20832 -0.31223
O -0.48940 -0.13835 -0.17698
C -1.85318 -0.24114 -0.58128
C -2.77954 -0.30517 0.63247
C -4.24644 -0.24930 0.17712
N -4.57510 0.87203 -0.67128
C -3.66640 0.98326 -1.78540
C -2.18126 1.00922 -1.39653
H -1.56154 1.04060 -2.29386
H -1.95315 1.89135 -0.79797
H -3.91585 1.87666 -2.36127
H -3.83415 0.10996 -2.43010
C -5.07021 2.09304 -0.06165
C -6.51931 1.87777 0.39077
H -7.09365 1.42959 -0.41506
H -6.56632 1.22073 1.25533
H -6.97208 2.82842 0.66045
C -4.24696 2.66797 1.09932
H -4.68126 3.61456 1.41381
H -4.25413 1.99258 1.95129
H -3.21845 2.85032 0.79984
H -5.08513 2.83970 -0.86446
H -4.90278 -0.24306 1.04727
H -4.45750 -1.16234 -0.39532
H -2.54157 0.53248 1.28781
H -2.60457 -1.23112 1.18054
H -1.99861 -1.12454 -1.21070
O -1.30126 -2.89954 0.00912
C -1.65356 -4.25624 0.11217
H -1.35225 -4.82131 -0.77563
H -1.22123 -4.71978 1.00485
H -2.73997 -4.26676 0.19238
H 0.80654 -4.55667 -0.05636
H 3.14821 -3.88798 -0.20626
C 3.96108 -0.06682 1.72194
H 3.07858 -0.67361 1.90590
H 4.62824 -0.14037 2.58498
H 3.65999 0.97591 1.59963
H 6.42418 -0.59123 -0.48813
H 6.60477 -0.13137 1.22374
```

Results
Energy above the lowest of the compared OMol25 structures with the same formula, charge and spin ... 78.43 kcal per mole
Frontier orbital gap ... 8.76 eV
SMILES ... COC(=O)CN(C)C(=O)c1ccc(OC)c(OC2CCN(C(C)C)CC2)c1



Record 3
# C20H30N2O5

A single C20H30N2O5 molecule in a non-equilibrium geometry (the ωB97M-V functional and the def2-TZVPD basis, the Open Molecules 2025 dataset).

Geometry as XYZ:
```
57
Properties=species:S:1:pos:R:3
C 2.03381 2.25364 1.54330
C 3.49996 1.64356 1.37599
C 3.79263 0.63124 2.54362
C 3.81649 1.10220 -0.06963
C 3.59467 2.18814 -1.21863
C 3.09173 -0.25429 -0.46708
O 1.96297 -0.62640 0.34973
C 0.72082 -0.28241 -0.20869
O 0.63847 0.81836 -1.09171
O -0.08374 -0.06781 0.97407
C -0.55694 -1.35857 1.40929
C -1.96808 -1.15941 2.07874
O -2.98138 -1.24368 1.05961
C -3.57699 -0.03622 0.74478
C -3.00049 1.29410 0.86878
C -3.70096 2.54061 0.46512
C -5.03604 2.43996 -0.12098
C -5.62992 1.09854 -0.23462
C -4.94791 -0.11664 0.16797
C -0.43532 -2.42930 0.24612
O 0.74476 -3.28538 0.20748
C 0.90218 -3.99401 1.34388
N 1.28140 -4.40027 2.34992
C -0.15226 -1.40867 -0.92734
C 0.28046 -1.94124 -2.34019
C -0.76476 -1.39500 -3.40589
N -2.16159 -1.84040 -3.12863
H 2.14706 3.23844 2.09155
H 1.39877 1.61654 2.22053
H 1.53986 2.49800 0.57256
H 4.19589 2.52235 1.54036
H 3.48245 1.15282 3.50136
H 3.20058 -0.31696 2.50580
H 4.89435 0.41779 2.68368
H 4.92931 0.88761 -0.09299
H 4.32010 3.03007 -1.06970
H 3.80904 1.64592 -2.18863
H 2.53662 2.54020 -1.29179
H 3.85801 -1.07574 -0.33057
H 2.88128 -0.22442 -1.56903
H -0.26165 1.19410 -1.01913
H 0.13721 -1.61244 2.26528
H -2.11365 -2.06388 2.74570
H -2.02700 -0.27007 2.75152
H -1.97686 1.42577 1.28627
H -3.15737 3.51224 0.59898
H -5.52968 3.38502 -0.43841
H -6.65792 1.02857 -0.67865
H -5.43991 -1.11465 0.03394
H -1.32253 -3.09690 0.08608
H -1.15804 -0.89107 -1.00003
H 1.26799 -1.48378 -2.62292
H 0.26537 -3.05533 -2.43746
H -0.76618 -0.27087 -3.44772
H -0.50240 -1.74116 -4.44782
H -2.64871 -1.01165 -2.76384
H -2.66596 -2.03717 -3.99997
```

Results
Energy above the lowest of the compared OMol25 structures with the same formula, charge and spin ... 180.59 kcal per mole
Frontier orbital gap ... 9.29 eV
SMILES ... CC(C)[C@H](C)CO[C@]1(O)O[C@@H](COc2ccccc2)[C@H](OC#N)[C@@H]1CCN